91
Properties=species:S:1:pos:R:3:forces:R:3 method="wB97M-V/def2-TZVPD" multiplicity=6 e_lumo_ev="2.577 / 2.573" gap_ev="7.2 / 7.4" relative_energy_kcal_mol=3.3 charge=-1 energy_ev=-87743.545
H 1.82522 -1.21955 -1.40675 -0.2 -0.3 0.3
Mn -0.01705 -0.74404 0.13614 0.3 0.3 0.0
H 2.37717 5.10835 1.36007 0.0 0.0 0.0
H 2.14110 1.97866 -0.54868 -0.1 -0.1 -0.1
H 2.54165 -5.78323 0.59096 0.0 0.0 0.0
H 1.50927 -0.41992 4.53496 0.0 0.0 0.0
P 1.77638 1.33875 2.19133 -0.1 0.1 0.0
N -0.54356 0.00217 -2.04786 -0.1 -0.3 0.1
H 4.68893 2.08161 3.43434 0.0 0.0 0.0
H 1.87523 4.50341 2.93291 0.0 0.0 -0.1
C -2.01837 -2.71562 1.19352 0.0 0.2 0.0
H 1.90842 2.74376 5.76070 0.0 0.0 0.0
H 3.10569 -0.87918 -4.63420 0.0 0.0 0.0
C 0.97495 -4.32687 0.69591 0.2 0.0 -0.1
C 2.04021 -0.67497 -4.61476 0.0 0.0 0.0
C 2.54764 2.83678 -0.02578 0.1 0.2 0.1
H 4.72434 2.43252 1.70160 0.0 0.0 0.0
H 2.43055 0.39583 -1.67132 0.0 0.0 0.0
H -5.86452 -0.64715 -0.54988 0.0 0.0 0.0
C 1.31886 -0.64775 -5.79810 0.0 0.0 0.1
C -0.70589 -0.25513 -4.50671 0.0 0.0 0.1
H 4.66432 -0.70815 0.92280 0.0 0.1 0.0
H 0.64605 0.59416 5.70252 0.0 0.0 -0.1
H -0.18944 2.50346 0.58168 0.0 -0.1 0.0
C 0.17158 -3.55101 1.54108 -0.2 0.1 -0.1
C -4.19966 -1.64544 0.36328 -0.1 0.0 0.0
C 3.64598 -0.49515 3.23418 0.0 0.0 -0.1
H 2.39976 3.71682 -0.66119 0.0 0.0 0.0
H -0.38099 2.60521 4.99256 0.0 0.0 0.0
C 4.70987 1.63283 2.44039 0.1 -0.1 0.1
H 1.36232 -4.60340 4.53314 0.0 0.0 0.0
C 0.80188 -4.22955 -0.80022 0.0 -0.1 0.2
H 0.28138 3.66225 3.74855 0.0 0.0 0.0
C 2.06706 -5.28890 2.62612 0.0 0.0 0.0
H 0.88444 -3.20139 -1.15397 0.0 0.0 0.0
N 0.79773 0.34261 1.55774 0.0 -0.1 -0.4
C 0.04752 -0.17983 -3.30192 0.0 0.2 0.0
H 1.80428 -0.81096 -6.75292 0.0 0.0 0.0
H -4.75747 -2.44187 0.83530 0.0 0.0 0.0
C 1.43019 -0.46530 -3.38445 0.1 0.0 0.0
H 3.62075 2.70147 0.10898 -0.1 0.0 -0.1
C 3.79790 -0.04041 0.83914 0.1 0.1 0.1
H 3.99965 0.66565 0.03338 0.0 -0.1 0.1
H -0.19123 -4.57435 -1.10032 0.0 0.0 0.0
H 3.59861 -0.15394 4.26695 0.0 0.0 0.0
C -1.62369 0.80786 -1.89527 0.0 -0.1 0.0
H 2.93531 -0.64244 0.56751 -0.1 0.0 0.0
C 0.35120 3.39319 0.89952 0.1 0.0 0.0
C 1.28630 1.71372 3.97720 0.1 0.0 0.0
H -4.40820 0.98464 -1.79046 0.0 0.0 0.0
H 3.24982 -1.00067 -2.37360 0.0 0.0 0.0
C 1.79933 3.04014 1.29772 0.0 -0.1 -0.1
H 2.85480 -1.22997 3.06359 0.0 0.0 0.0
C 2.41861 4.23726 2.02614 0.0 0.0 0.0
C 0.30270 -3.65737 2.93183 0.0 -0.1 0.1
C 2.37239 2.37208 4.83828 0.0 0.0 0.1
C -0.59060 -2.86225 3.83751 0.1 -0.1 0.1
H 3.15435 1.67166 5.13210 0.0 0.0 0.0
H -1.57566 -3.33150 3.90202 0.1 0.1 0.0
C -0.05038 -0.46176 -5.71800 0.0 0.0 0.0
C 2.27526 -0.56917 -2.14553 0.0 0.3 -0.4
H 5.66052 1.09225 2.34564 0.0 0.0 0.0
O -1.91356 1.84995 -2.47283 0.0 0.0 -0.2
H -0.71024 2.26318 3.28751 0.1 0.0 0.0
N -2.11030 -0.66512 -0.06399 0.1 -0.3 -0.1
O -2.63405 -3.57300 1.83133 0.0 -0.1 -0.1
C 0.81427 0.40838 4.63322 0.0 0.0 0.1
H -0.12586 0.09305 4.18630 0.0 0.0 0.0
H 4.60493 -1.01019 3.10448 0.0 0.0 0.0
C 3.56555 0.64436 2.20080 -0.1 -0.1 -0.1
H -0.72463 -1.85848 3.44081 0.0 0.1 0.0
C 1.25663 -4.52715 3.45460 0.0 0.0 0.0
H 2.84593 3.22110 4.34678 0.0 0.0 0.0
H 1.55143 -4.83107 -1.31732 0.0 0.0 0.0
H -0.16488 -2.79148 4.83922 0.0 0.0 0.0
C -2.82291 -1.61189 0.51219 0.0 -0.2 0.2
H -0.64987 -0.50453 -6.62331 0.0 0.0 0.1
H -0.20476 3.87298 1.70242 0.0 0.0 0.0
C 0.04938 2.62432 3.98414 -0.1 0.0 0.0
H 3.46391 4.08132 2.29179 0.0 0.0 0.0
C -2.21289 -0.22188 -4.53132 0.1 0.0 0.1
H 0.37754 4.09055 0.05426 0.0 0.0 0.1
H -2.61015 0.77824 -4.35578 0.0 0.0 0.0
C -4.78954 -0.66328 -0.42124 0.0 0.0 0.0
H 2.80883 -5.95704 3.04893 0.0 0.0 0.0
N -0.70498 -2.61323 0.94824 -0.2 -0.3 0.1
C 1.91857 -5.18701 1.25061 0.0 0.0 -0.1
C -3.99891 0.25895 -1.10142 -0.1 0.1 0.0
H -2.62938 -0.87146 -3.75287 0.0 0.1 0.0
H -2.57249 -0.58384 -5.49662 0.0 0.0 0.0
C -2.63027 0.18561 -0.92504 0.2 0.3 -0.3